Run w
Formula: C3H10NOS
Source: the OMol25 dataset
Level of theory: wB97M-V/def2-TZVPD

Its net charge is -1. The calculation puts the lowest unoccupied orbital energy at 0.120 Eh. The frontier orbital gap is 6.0 eV. The HOMO energy is -2.69 eV.

Geometry (Å):
1 C -1.026 2.322 -0.532
2 C -0.408 1.118 0.148
3 S 0.056 1.375 1.900
4 H -1.819 1.934 -1.184
5 H -0.415 2.896 -1.222
6 H -1.614 2.942 0.152
7 H -1.046 0.238 0.103
8 H 0.409 0.696 -0.441
9 H 0.376 0.090 2.135
10 N 1.199 -2.524 -0.336
11 C 0.113 -2.371 -1.389
12 O -0.047 -1.116 -1.796
13 H 1.441 -2.098 0.554
14 H 1.993 -2.088 -0.815
15 H 0.504 -3.026 -2.198
16 H -0.790 -2.904 -1.005


Run x
Formula: C3H10NOS
Source: the OMol25 dataset
Level of theory: wB97M-V/def2-TZVPD

Its net charge is -1. The calculation puts the lowest unoccupied orbital energy at 0.125 Eh. The frontier orbital gap is 6.2 eV. The HOMO energy is -2.79 eV.

Geometry (Å):
1 C -2.494 -1.266 1.144
2 S -1.977 0.408 1.685
3 C -1.324 1.198 0.218
4 H -3.191 -1.656 1.743
5 H -1.518 -1.660 0.955
6 H -2.999 -1.162 0.096
7 H -0.605 0.513 -0.315
8 H -2.091 1.535 -0.405
9 H -0.791 2.161 0.625
10 N 3.277 0.325 -0.491
11 C 1.958 -0.085 -1.210
12 O 0.968 -0.821 -0.567
13 H 2.806 0.677 0.324
14 H 4.069 -0.420 -0.394
15 H 1.626 1.012 -1.317
16 H 2.287 -0.756 -2.091


Relative energy table, unit eV: run w 0.000; run x 0.712


Run w
Formula: C3H10NOS
Source: the OMol25 dataset
Level of theory: wB97M-V/def2-TZVPD

Its net charge is -1. The calculation puts the lowest unoccupied orbital energy at 0.128 Eh. The frontier orbital gap is 6.4 eV. The HOMO energy is -2.89 eV.

Geometry (Å):
1 C 0.626 1.521 1.302
2 S 1.454 1.984 -0.316
3 C 1.034 0.518 -1.286
4 H -0.108 0.719 1.149
5 H 0.149 2.430 1.677
6 H 1.389 1.124 1.972
7 H 1.920 0.305 -1.884
8 H 0.629 -0.366 -0.781
9 H 0.226 0.704 -2.003
10 N -1.762 -2.998 -0.226
11 C -1.605 -1.895 0.779
12 O -1.190 -0.750 0.171
13 H -1.687 -2.428 -1.058
14 H -1.112 -3.767 -0.231
15 H -2.564 -1.740 1.308
16 H -0.867 -2.194 1.549


Run x
Formula: C3H10NOS
Source: the OMol25 dataset
Level of theory: wB97M-V/def2-TZVPD

Its net charge is -1. The calculation puts the lowest unoccupied orbital energy at 0.128 Eh. The frontier orbital gap is 6.3 eV. The HOMO energy is -2.86 eV.

Geometry (Å):
1 C -1.098 -0.649 1.518
2 S -2.320 -0.559 0.282
3 C -1.404 0.294 -1.059
4 H -0.392 -1.398 1.146
5 H -1.548 -0.981 2.438
6 H -0.469 0.234 1.662
7 H -1.672 1.391 -1.030
8 H -0.409 0.175 -0.618
9 H -1.477 -0.077 -2.077
10 N 2.791 1.207 -1.167
11 C 2.649 0.130 -0.132
12 O 1.431 0.072 0.404
13 H 2.320 0.887 -2.000
14 H 2.222 1.977 -0.817
15 H 2.770 -0.788 -0.781
16 H 3.539 0.151 0.607


Relative energy table, unit eV: run w 0.000; run x 0.085


Run w
Formula: C3H10NOS
Source: the OMol25 dataset
Level of theory: wB97M-V/def2-TZVPD

Its net charge is -1. The calculation puts the lowest unoccupied orbital energy at 0.145 Eh. The frontier orbital gap is 6.9 eV. The HOMO energy is -2.99 eV.

Geometry (Å):
1 C -0.065 -0.325 1.508
2 C -1.135 0.256 0.577
3 C -0.360 0.844 -0.722
4 S 0.366 -0.408 -2.015
5 N -2.105 -0.885 0.242
6 H 0.781 0.336 1.604
7 H 0.229 -1.303 1.171
8 H -0.593 -0.414 2.454
9 H -1.787 0.947 1.178
10 H -1.064 1.571 -1.247
11 H 0.348 1.445 -0.123
12 H -2.921 -0.492 -0.045
13 H -1.732 -1.464 -0.561
14 H 4.118 -0.220 -1.424
15 H 2.566 -0.113 -1.549
16 O 3.354 0.224 -1.046


Run x
Formula: C3H10NOS
Source: the OMol25 dataset
Level of theory: wB97M-V/def2-TZVPD

Its net charge is -1. The calculation puts the lowest unoccupied orbital energy at 0.119 Eh. The frontier orbital gap is 5.8 eV. The HOMO energy is -2.54 eV.

Geometry (Å):
1 C 0.814 -1.991 -1.047
2 C 0.809 -0.376 -1.131
3 S 2.180 0.152 -2.143
4 H -0.169 -2.586 -1.370
5 H 1.664 -2.356 -1.745
6 H 1.010 -2.446 -0.058
7 H 1.014 0.009 -0.094
8 H -0.250 -0.125 -1.239
9 H 1.596 0.659 -3.215
10 N -0.279 1.356 1.903
11 C -1.789 1.216 1.467
12 O -1.981 0.515 0.296
13 H 0.023 0.592 2.600
14 H -0.190 2.391 2.169
15 H -2.113 2.291 1.275
16 H -2.338 0.698 2.333


Relative energy table, unit eV: run w 0.000; run x 2.276


Run w
Formula: C4H3NS
Source: the OMol25 dataset
Level of theory: wB97M-V/def2-TZVPD

Its net charge is 0. The calculation puts the lowest unoccupied orbital energy at -0.048 Eh. The SMILES is N=C=C=CC=S. The frontier orbital gap is 7.3 eV. The HOMO energy is -8.59 eV.

Geometry (Å):
1 C -0.420 -1.108 -0.191
2 C 0.864 -1.020 -0.128
3 C -1.268 -0.124 0.039
4 C -0.788 1.243 0.050
5 N 2.056 -0.876 0.081
6 S 0.756 1.630 -0.033
7 H -2.392 -0.033 0.196
8 H -1.531 1.929 -0.062
9 H 2.723 -1.641 0.049


Run x
Formula: C4H3NS
Source: the OMol25 dataset
Level of theory: wB97M-V/def2-TZVPD

Its net charge is 0. The calculation puts the lowest unoccupied orbital energy at -0.085 Eh. The SMILES is S=C1C=CN=C1. The frontier orbital gap is 6.8 eV. The HOMO energy is -9.07 eV.

Geometry (Å):
1 C -0.986 -0.143 -0.264
2 C -0.061 1.091 -0.239
3 C 1.139 0.465 0.225
4 C -0.029 -1.346 -0.164
5 H -0.179 2.124 -0.231
6 H 1.933 1.095 0.441
7 H -0.372 -2.294 0.179
8 N 1.219 -0.867 -0.019
9 S -2.664 -0.124 0.072


Relative energy table, unit eV: run w 1.063; run x 0.000